Record 1
Here is C4H5N2 as an isolated structure in a non-equilibrium geometry from OMol25. Energies are from ωB97M-V/def2-TZVPD.

The geometry in XYZ format:
```
11
Properties=species:S:1:pos:R:3:forces:R:3:mulliken_charge:R:1
C 2.06246 0.03957 -1.98558 1.7595 -0.0783 -1.4595 -0.316
C 1.04570 0.12263 -1.20383 -2.5320 -0.0647 2.6930 0.415
C -0.27195 0.08429 0.30720 -0.8261 -1.4700 1.9067 0.409
C 1.10661 -0.61213 0.23303 0.4033 -1.6068 0.8909 -0.267
N -0.21386 0.64538 -0.88752 -0.4158 1.1429 -1.6412 -0.386
N -1.31727 0.13945 1.15457 1.3083 1.0111 -1.9735 -0.313
H 1.12169 -1.78970 0.07496 -0.3735 2.5654 0.5773 0.308
H 1.84053 -0.31668 1.07605 -0.9595 -0.2434 -1.8207 0.329
H -2.06595 0.86665 -1.82102 1.0873 -0.2538 0.3612 0.243
H -1.26578 0.00445 2.13877 0.5161 -0.6662 0.7011 0.291
H -2.04217 0.81609 0.91336 0.0325 -0.3362 -0.2353 0.287
```
Positions in Å, forces in eV/Å.

Values from the calculation:
Total charge: +1
Energy relative to the best compared isomer or geometry (same formula, charge and spin): 8.240 eV
Orbital gap (spin up / spin down): 9.0 / 5.8 eV
Lowest unoccupied orbital energy (spin up / spin down): -0.22339 / -0.31309 hartree



Record 2
Here is a 2-piece molecular cluster, C28H35O3Si overall in a non-equilibrium geometry from OMol25. Energies are from ωB97M-V/def2-TZVPD.

The geometry in XYZ format:
```
67
Properties=species:S:1:pos:R:3:forces:R:3:mulliken_charge:R:1
C -6.05184 3.71082 4.05037 -0.0206 -0.0096 0.0168 -1.280
C -5.01553 3.37183 2.98031 0.1615 -0.2173 -0.5298 -0.457
C -4.12209 2.21014 3.32348 0.0545 -1.2854 -1.4863 0.584
C -4.23724 0.93674 2.84314 -1.1563 2.0387 0.6867 -0.248
C -3.67107 -0.21678 3.57704 0.6178 -0.8557 0.1176 -1.055
O -3.05871 2.50261 4.10941 1.1755 0.6064 0.0609 -0.554
Si -1.53468 2.88732 3.34067 -2.2287 -0.5913 1.1009 0.227
C -1.16258 4.56946 4.02761 0.5061 0.2408 -0.0122 -0.977
C -0.46212 1.48171 3.91364 0.6453 -0.0149 -0.0152 -0.875
C -1.75164 2.88313 1.48356 0.1467 -0.0206 -0.3006 -0.284
H -6.61557 4.59172 3.72344 0.0352 -0.1439 0.2066 0.391
H -6.75133 2.88075 4.18748 0.0947 0.1139 0.0023 0.316
H -5.57851 3.92536 5.01387 -0.0682 0.0084 -0.1503 0.317
H -5.52526 3.10998 2.04621 -0.0549 0.1106 0.0857 0.361
H -4.40642 4.26422 2.77493 -0.0185 -0.1688 0.0553 0.222
H -4.98667 0.73742 2.07425 0.0104 0.1190 0.3415 0.410
H -4.24280 -1.09799 3.28547 0.0806 -0.1458 0.2058 0.381
H -2.62368 -0.44057 3.34206 -0.0850 -0.0284 -0.0226 0.101
H -3.72644 -0.10574 4.67553 -0.0155 0.0775 -0.5224 0.271
H -0.20632 4.93965 3.62575 -0.2003 0.0634 0.2037 0.333
H -1.94623 5.29844 3.76511 0.2160 -0.3402 -0.0013 0.292
H -1.09087 4.54369 5.12633 0.0038 -0.0455 -0.3598 0.304
H 0.55154 1.60224 3.50008 -0.0460 -0.1372 0.2443 0.365
H -0.39412 1.47608 5.01383 0.0340 0.0293 -0.3846 0.279
H -0.84301 0.49626 3.60161 0.0491 0.4840 0.0383 0.159
H -0.79106 3.13040 1.00199 -0.3423 0.0492 0.1136 -0.302
H -2.06854 1.89493 1.11202 0.0841 0.3072 0.1908 0.307
H -2.50091 3.61908 1.15070 0.2626 -0.2106 0.1305 0.394
C 1.21474 4.64123 -4.30298 0.0440 0.1607 0.0242 -0.801
O 1.18756 4.42977 -2.87020 0.4110 -1.6887 0.2423 -0.383
C 1.35275 3.18160 -2.37324 -0.6000 0.8762 -0.1390 1.001
C 1.24907 3.07864 -0.95999 0.2127 0.1671 -0.0424 -0.692
C 1.17642 1.84897 -0.36727 -0.5381 0.3227 0.0522 -0.531
C 1.18901 0.64252 -1.13063 -0.0820 -0.4428 0.5744 0.416
C 0.83840 -0.56036 -0.44487 1.7126 0.8161 -1.1167 -0.567
C 1.08670 -1.87467 -0.94891 -0.3498 -1.0720 -0.4633 0.138
C 1.48078 -2.93466 -0.07817 -0.6297 0.1131 0.2095 -0.801
C 1.64431 -4.23328 -0.52983 0.2555 0.2557 -0.4454 -0.349
C 1.54134 -4.49936 -1.90705 0.3948 -0.6430 -0.2735 0.341
O 1.72476 -5.81050 -2.33325 -0.8291 0.8214 0.4112 -0.429
C 2.93821 -6.22141 -2.88374 0.6577 0.0415 0.0626 0.507
C 3.71061 -7.12555 -2.14227 0.1000 0.6103 -0.2524 -0.394
C 5.01119 -7.39693 -2.56965 -0.1470 -0.1207 -0.3502 -0.351
C 5.48035 -6.86703 -3.77924 -0.1965 0.1548 0.0200 -0.485
C 4.65043 -6.04435 -4.55276 0.0458 -0.2006 0.0493 -0.477
C 3.36279 -5.72244 -4.11227 0.2906 -0.1124 0.3081 -0.337
C 1.20251 -3.47848 -2.81070 0.1782 -0.0467 0.4337 -0.382
C 0.94000 -2.20583 -2.32456 0.1381 -0.0197 -0.0354 -0.684
C 1.60241 0.78203 -2.50197 -0.1329 0.2322 -0.4084 -0.758
C 1.59721 2.01374 -3.14269 0.1689 -0.1852 0.0460 -0.727
H 1.13198 5.73222 -4.39296 0.0550 -0.4806 -0.1577 0.250
H 2.16429 4.28808 -4.73897 -0.3614 0.2004 0.2179 0.353
H 0.35799 4.15042 -4.79489 0.3252 0.1578 0.2965 0.356
H 1.20522 4.00360 -0.38395 -0.0006 -0.2896 -0.1514 0.487
H 1.09051 1.76797 0.71795 -0.1843 0.0924 -0.3066 0.643
H 0.48435 -0.46248 0.58345 0.2978 0.0414 -0.1225 0.563
H 1.65482 -2.71544 0.97519 -0.1595 -0.0616 -0.1920 0.421
H 1.90585 -5.05418 0.13702 -0.0263 0.3032 -0.1248 0.442
H 3.30619 -7.55840 -1.23035 0.1037 0.1873 -0.1197 0.439
H 5.65686 -8.03592 -1.96226 -0.2529 0.1564 -0.2652 0.357
H 6.48966 -7.10441 -4.12608 -0.3776 0.1224 0.1519 0.370
H 5.00426 -5.64672 -5.50924 -0.1184 -0.1973 0.3804 0.353
H 2.70150 -5.08638 -4.69760 0.2367 -0.1315 0.1074 0.268
H 1.16273 -3.69332 -3.87486 -0.2417 0.0321 0.2577 0.460
H 0.57941 -1.45122 -3.01894 -0.0561 -0.2941 0.1785 0.840
H 1.93030 -0.09129 -3.06533 -0.2444 0.3374 0.1324 0.808
H 1.80620 2.11093 -4.22184 -0.0415 -0.2494 0.7940 0.352
```
Positions in Å, forces in eV/Å.

Values from the calculation:
Total charge: +1
Energy relative to the best compared isomer or geometry (same formula, charge and spin): 0.952 eV
Orbital gap: 4.4 eV
Lowest unoccupied orbital energy: -0.20348 hartree



Record 3
Here is a 4-piece molecular cluster, C22H61N10O8P3 overall in a non-equilibrium geometry from OMol25. Energies are from ωB97M-V/def2-TZVPD.

The geometry in XYZ format:
```
104
Properties=species:S:1:pos:R:3:forces:R:3:mulliken_charge:R:1
C 1.52430 1.15089 -1.07396 0.0455 0.2626 -0.3511 -1.275
N 0.19610 1.65993 -1.35823 -0.1924 -2.4467 -1.1704 0.485
C -0.79438 0.58128 -1.22623 -0.1190 0.4437 0.0213 -1.255
P -0.39818 3.21081 -0.99494 6.6607 -2.1655 1.2842 0.888
O -0.74014 2.84472 0.47007 -3.5764 1.2617 -1.3143 -0.842
N 0.80471 4.33384 -0.53997 -0.0054 2.3191 0.6498 0.249
C 2.22700 4.07713 -0.47241 0.0989 0.0181 -0.8041 -1.054
C 0.42773 5.24531 0.54674 -0.3406 -0.2328 0.0944 -1.151
N -0.00505 3.63168 -2.67920 -1.4717 1.0192 0.4850 0.026
C 0.29868 2.73702 -3.78240 -0.9014 -0.6984 -0.4942 -0.895
C 0.00823 5.03455 -3.09060 -0.5135 0.3120 0.1959 -1.059
H 1.68616 0.18147 -1.56916 -0.3947 0.1276 0.1769 0.372
H 1.69101 1.02532 -0.00334 0.2372 -0.0523 0.2556 0.348
H 2.29916 1.77988 -1.50181 0.0303 0.1893 0.1795 0.321
H -1.68026 0.82310 -1.82227 -0.0984 -0.0069 0.0919 0.327
H -1.10164 0.43488 -0.19039 -0.1172 -0.0577 0.1635 0.272
H -0.41840 -0.37380 -1.60847 0.1803 0.2934 -0.0796 0.379
H 2.46980 3.31589 0.27429 0.1147 -0.1141 0.0182 0.263
H 2.79019 4.98083 -0.20855 -0.3922 0.0414 0.0419 0.388
H 2.61616 3.78880 -1.45234 0.0012 -0.2204 0.0887 0.247
H 0.58169 4.78896 1.53098 -0.0914 0.0661 0.0765 0.330
H -0.62650 5.53319 0.46117 0.1703 -0.1546 0.1241 0.331
H 1.00481 6.17588 0.50095 0.1104 -0.1887 -0.1822 0.406
H 1.35185 2.44024 -3.76514 -0.0634 -0.0707 0.2249 0.218
H 0.11536 3.20310 -4.75827 -0.0335 0.2527 0.2597 0.372
H -0.33257 1.84380 -3.77692 0.3376 0.0451 0.0766 0.259
H 1.03846 5.40294 -3.15957 -0.0747 -0.0746 0.0171 0.312
H -0.53642 5.66023 -2.37791 0.2963 -0.0944 -0.0235 0.301
H -0.48304 5.18370 -4.05670 0.0569 -0.1516 -0.0119 0.411
C 3.30935 -3.47514 6.77498 0.3480 -0.0714 -0.1966 -1.151
N 2.77825 -4.17996 5.62380 -0.1239 -2.0499 1.8316 0.372
C 1.67286 -5.05685 6.03744 0.0447 0.1502 -0.4467 -1.151
P 2.64915 -3.58407 4.03678 2.7278 3.6429 5.4521 0.899
O 1.32326 -2.83629 4.31976 -0.9422 -2.4231 -3.0893 -0.894
N 3.51986 -2.14247 3.75607 0.3147 1.5169 -1.9418 0.336
C 4.34142 -1.44288 4.71991 0.6162 -0.5141 -0.0546 -1.211
C 2.84330 -1.16236 2.89848 -0.2321 -0.3241 -0.0186 -1.440
N 4.17345 -4.44375 3.71145 -0.9922 -0.0594 -1.5819 0.031
C 4.81756 -5.46801 4.51502 -0.4615 -1.0613 0.0563 -0.891
C 4.91838 -4.15814 2.48631 -0.3401 0.0013 -0.5062 -1.016
H 3.42864 -4.15701 7.63056 -0.3407 -0.0125 -0.2921 0.349
H 2.66573 -2.64823 7.07788 -0.0034 0.2608 0.1888 0.320
H 4.31980 -3.11793 6.60032 -0.0391 0.2243 -0.1238 0.334
H 1.55743 -5.86755 5.31083 -0.1584 0.0215 -0.0543 0.358
H 0.72861 -4.51629 6.10813 -0.1864 0.0062 0.0020 0.283
H 1.86474 -5.53554 7.00372 0.2563 0.1885 -0.1390 0.337
H 3.75539 -1.07848 5.56831 0.0342 0.0216 0.1747 0.335
H 4.83959 -0.57355 4.27317 -0.2671 -0.1599 -0.2284 0.400
H 5.16006 -2.07906 5.06625 -0.1399 -0.0109 0.2009 0.277
H 2.13985 -0.54328 3.46646 -0.1550 0.0528 -0.0562 0.370
H 2.29013 -1.66660 2.09764 -0.0474 0.1465 0.2531 0.367
H 3.56603 -0.50308 2.40443 0.1288 -0.1408 0.2070 0.469
H 5.41263 -5.01846 5.31586 -0.2122 0.0861 0.0514 0.249
H 5.49900 -6.09248 3.92439 -0.1044 0.2890 -0.2081 0.366
H 4.09777 -6.17034 4.94511 0.1606 0.3017 0.1227 0.274
H 5.77455 -3.50837 2.70220 -0.0857 -0.0567 0.0191 0.297
H 4.28498 -3.66192 1.74564 0.1818 0.0922 0.2332 0.279
H 5.28305 -5.07068 2.00543 -0.0053 -0.0370 0.1510 0.419
C -4.20086 0.82140 -6.80284 -0.2240 -0.3340 -0.0846 -1.132
N -3.14691 -0.12888 -7.10317 -0.0287 1.3831 -2.4201 0.365
C -2.08316 0.52833 -7.87677 0.0457 -0.4122 0.2459 -1.059
P -2.61316 -1.40288 -6.11200 -5.3304 4.3886 1.7605 0.913
O -1.69080 -0.49057 -5.26690 2.5789 -2.7695 -1.3841 -0.852
N -3.64581 -1.74803 -4.79683 0.0496 -1.5929 1.7961 0.214
C -4.89545 -1.08268 -4.49838 -0.4242 -0.3628 -0.5831 -1.087
C -2.96489 -2.08016 -3.53990 0.3664 0.1039 -0.1589 -1.012
N -3.67355 -2.45170 -7.08356 1.4671 -1.0221 0.4795 -0.018
C -4.29555 -2.16312 -8.36401 0.6520 0.0370 -0.9618 -0.897
C -3.98445 -3.80089 -6.61401 0.4877 -0.3299 0.1852 -1.054
H -4.44769 1.42518 -7.68924 0.4124 -0.1296 0.1088 0.363
H -3.92191 1.49488 -5.99142 -0.1210 0.2178 0.2112 0.267
H -5.13904 0.32591 -6.57171 0.0310 -0.0580 0.2540 0.346
H -1.52973 -0.22293 -8.44936 0.1593 0.0217 0.0609 0.361
H -1.38213 1.06156 -7.23410 0.1777 0.0844 0.0469 0.175
H -2.48307 1.23873 -8.60825 -0.2265 -0.1920 0.1732 0.353
H -4.75055 -0.02180 -4.27582 -0.0880 0.1283 -0.0219 0.278
H -5.39612 -1.53014 -3.63085 0.3717 -0.1288 -0.0585 0.389
H -5.60686 -1.20715 -5.31890 0.0526 0.2231 -0.0498 0.253
H -2.67563 -1.18062 -2.98506 0.0966 -0.0454 0.0563 0.202
H -2.06211 -2.67081 -3.73407 -0.0900 0.2439 0.0572 0.331
H -3.60213 -2.69622 -2.89533 -0.1525 0.1073 -0.2207 0.424
H -5.22324 -1.59870 -8.22848 0.1536 0.1454 0.1040 0.247
H -4.55564 -3.07529 -8.91490 0.0990 -0.0922 0.3441 0.361
H -3.62820 -1.61341 -9.03394 -0.2605 0.0996 0.2309 0.280
H -4.99019 -3.83192 -6.17885 0.0884 0.0440 -0.0465 0.299
H -3.26852 -4.12979 -5.85552 -0.2723 0.1575 0.0014 0.303
H -3.92785 -4.53910 -7.41949 -0.0397 0.1338 -0.0740 0.416
N 2.00223 2.00425 6.05503 -0.5074 -3.3336 0.2889 -0.457
O 2.11549 3.14602 5.30384 -3.3845 4.0089 -1.8553 -0.166
C 0.84429 3.89566 5.31314 -2.3552 3.8210 5.5721 0.419
O 0.52021 4.57944 6.44598 2.3395 -4.6659 -7.5690 -0.471
O -0.11581 3.99806 4.20383 2.4937 -1.6877 2.6195 -0.257
C -0.84614 2.74213 3.97402 -1.2796 -1.2240 -1.3685 0.060
C -1.58823 2.11818 5.29836 0.7912 -0.7742 0.0315 -0.304
O -3.05077 1.87822 5.06407 -0.2794 3.5482 2.3029 -0.322
C -3.73222 2.89074 5.93770 -0.7338 -2.2582 6.6644 0.219
O -3.95893 2.62865 7.25093 1.5688 1.5471 -9.0308 -0.459
H 2.01959 1.24109 5.31298 -0.4683 0.8699 1.5162 0.350
H 1.09520 1.98977 6.57391 1.0029 -0.0265 -0.5651 0.292
H -1.69564 2.99527 3.17760 2.0002 -0.3573 1.7632 0.244
H -0.15754 1.93227 3.43422 -1.3188 1.7793 1.3750 0.071
H -1.53790 2.79490 6.25665 0.5903 -1.3556 -1.9299 0.361
H -1.11044 1.03700 5.46318 -1.1797 2.4182 -0.0280 0.139
H -4.04777 3.96237 5.56643 0.7578 -2.3638 0.0603 0.308
```
Positions in Å, forces in eV/Å.

Values from the calculation:
SMILES string: CN(C)P(=O)(N(C)C)N(C)C.CN(C)P(=O)(N(C)C)N(C)C.CN(C)P(=O)(N(C)C)N(C)C.NOC(=O)OCCOC=O
Total charge: 0
Orbital gap: 6.8 eV
Lowest unoccupied orbital energy: -0.03621 hartree



Repeat the first record exactly.
Here is C4H5N2 as an isolated structure in a non-equilibrium geometry from OMol25. Energies are from ωB97M-V/def2-TZVPD.

The geometry in XYZ format:
```
11
Properties=species:S:1:pos:R:3:forces:R:3:mulliken_charge:R:1
C 2.06246 0.03957 -1.98558 1.7595 -0.0783 -1.4595 -0.316
C 1.04570 0.12263 -1.20383 -2.5320 -0.0647 2.6930 0.415
C -0.27195 0.08429 0.30720 -0.8261 -1.4700 1.9067 0.409
C 1.10661 -0.61213 0.23303 0.4033 -1.6068 0.8909 -0.267
N -0.21386 0.64538 -0.88752 -0.4158 1.1429 -1.6412 -0.386
N -1.31727 0.13945 1.15457 1.3083 1.0111 -1.9735 -0.313
H 1.12169 -1.78970 0.07496 -0.3735 2.5654 0.5773 0.308
H 1.84053 -0.31668 1.07605 -0.9595 -0.2434 -1.8207 0.329
H -2.06595 0.86665 -1.82102 1.0873 -0.2538 0.3612 0.243
H -1.26578 0.00445 2.13877 0.5161 -0.6662 0.7011 0.291
H -2.04217 0.81609 0.91336 0.0325 -0.3362 -0.2353 0.287
```
Positions in Å, forces in eV/Å.

Values from the calculation:
Total charge: +1
Energy relative to the best compared isomer or geometry (same formula, charge and spin): 8.240 eV
Orbital gap (spin up / spin down): 9.0 / 5.8 eV
Lowest unoccupied orbital energy (spin up / spin down): -0.22339 / -0.31309 hartree



Which of these has the lowest total charge? C22H61N10O8P3